{"formula": "C32H92O14", "method": "ωB97M-V with the def2-TZVPD basis set", "elements": ["C", "C", "C", "O", "H", "H", "H", "H", "H", "H", "H", "H", "C", "C", "C", "O", "H", "H", "H", "H", "H", "H", "H", "H", "C", "C", "C", "O", "H", "H", "H", "H", "H", "H", "H", "H", "C", "C", "C", "O", "H", "H", "H", "H", "H", "H", "H", "H", "C", "C", "C", "O", "H", "H", "H", "H", "H", "H", "H", "H", "C", "C", "C", "O", "H", "H", "H", "H", "H", "H", "H", "H", "C", "C", "C", "O", "H", "H", "H", "H", "H", "H", "H", "H", "C", "C", "C", "O", "H", "H", "H", "H", "H", "H", "H", "H", "C", "C", "C", "O", "H", "H", "H", "H", "H", "H", "H", "H", "C", "O", "H", "H", "H", "H", "C", "O", "H", "H", "H", "H", "C", "O", "H", "H", "H", "H", "C", "O", "H", "H", "H", "H", "C", "O", "H", "H", "H", "H"], "positions_angstrom": [[-2.7335, -1.7991, -3.3063], [-3.5653, -2.6058, -4.2855], [-5.0535, -2.3445, -4.0503], [-3.2629, -2.1730, -5.6308], [-2.8964, -2.1342, -2.2785], [-3.0199, -0.7437, -3.3670], [-1.6675, -1.8524, -3.5214], [-3.2562, -3.6523, -4.2941], [-5.4078, -2.8191, -3.1255], [-5.6584, -2.7935, -4.8356], [-5.2092, -1.2717, -3.9470], [-3.1391, -1.2156, -5.6092], [-4.0748, 3.5098, -0.2946], [-4.6411, 3.8373, 1.0903], [-4.3327, 2.7180, 2.0688], [-3.9258, 5.0012, 1.5668], [-4.6573, 2.7096, -0.7694], [-3.0432, 3.1654, -0.2167], [-4.1566, 4.3346, -1.0025], [-5.7098, 4.0513, 1.0168], [-3.2513, 2.6114, 2.1625], [-4.6792, 1.7341, 1.7281], [-4.8075, 2.8534, 3.0408], [-4.5292, 5.7334, 1.7203], [3.5704, -2.5689, -5.1638], [3.6329, -1.6383, -3.9794], [2.6004, -0.5134, -4.1827], [3.3723, -2.3612, -2.7855], [2.5382, -2.7780, -5.4714], [4.0314, -3.5543, -5.0588], [4.0033, -2.1579, -6.0807], [4.6011, -1.1205, -3.9555], [2.8418, 0.0243, -5.1031], [2.7135, 0.2247, -3.3813], [1.5726, -0.8723, -4.2006], [3.5475, -1.7496, -2.0523], [6.3753, 0.1033, -1.1284], [5.1988, 0.1743, -0.1643], [4.8744, 1.5768, 0.3308], [4.0579, -0.3298, -0.8830], [7.2058, 0.7144, -0.7773], [6.0424, 0.4747, -2.0987], [6.7022, -0.9284, -1.2501], [5.3907, -0.4786, 0.6950], [4.4824, 2.2449, -0.4354], [5.7529, 2.0612, 0.7722], [4.1616, 1.5485, 1.1607], [3.2726, -0.0669, -0.3770], [-0.0292, -4.0105, -2.7368], [1.0802, -4.6603, -1.9159], [0.7353, -6.0381, -1.3652], [2.1872, -4.8780, -2.7879], [-0.9779, -3.9290, -2.1957], [-0.1916, -4.5685, -3.6602], [0.2400, -2.9972, -3.0436], [1.3824, -3.9629, -1.1250], [0.0201, -6.0170, -0.5393], [1.6203, -6.4947, -0.9113], [0.4360, -6.7388, -2.1435], [2.6306, -4.0239, -2.9314], [-3.0374, 0.0958, 3.5967], [-1.7276, -0.6723, 3.7036], [-1.6536, -1.4459, 5.0065], [-1.6231, -1.5583, 2.5782], [-3.1147, 0.8585, 4.3708], [-3.9232, -0.5440, 3.6261], [-3.0933, 0.6291, 2.6447], [-0.8856, 0.0163, 3.6084], [-2.4755, -2.1618, 5.0489], [-1.7925, -0.7864, 5.8703], [-0.6742, -1.8926, 5.1758], [-2.4487, -2.0552, 2.5190], [-1.0649, 0.7166, -0.0255], [0.2764, 0.0175, 0.1301], [0.4521, -1.0987, -0.8875], [1.4020, 0.9116, 0.1041], [-1.9100, 0.0579, 0.1737], [-1.1429, 1.1683, -1.0176], [-1.1793, 1.5405, 0.6863], [0.2223, -0.5077, 1.0953], [-0.4447, -1.7195, -0.9520], [1.2169, -1.8185, -0.5902], [0.6102, -0.6534, -1.8727], [1.3896, 1.3611, 0.9753], [-0.2373, 3.1366, 3.3163], [1.2340, 3.3533, 2.9529], [2.0896, 4.0190, 4.0241], [1.7954, 2.0940, 2.5886], [-0.4024, 2.7416, 4.3240], [-0.6364, 2.3960, 2.6235], [-0.8733, 4.0192, 3.2091], [1.2689, 4.0073, 2.0762], [1.5989, 4.9081, 4.4155], [3.0857, 4.2386, 3.6390], [2.2702, 3.3002, 4.8336], [2.1202, 1.6409, 3.4014], [2.9974, -1.2526, 2.7076], [2.5597, -1.1938, 4.1719], [3.5043, -1.9581, 5.0912], [2.5477, 0.2025, 4.5234], [3.2322, -2.2986, 2.4915], [3.8941, -0.6682, 2.5189], [2.1501, -0.9584, 2.0929], [1.5410, -1.5811, 4.2322], [3.3621, -1.5930, 6.1117], [4.5650, -1.7935, 4.8866], [3.3441, -3.0331, 5.0155], [2.1217, 0.3426, 5.3773], [-2.2459, 3.3976, -3.7919], [-1.6288, 2.1180, -3.8620], [-1.7282, 4.0964, -4.4577], [-3.2775, 3.3332, -4.1421], [-2.2844, 3.7781, -2.7659], [-0.7369, 2.2681, -3.4940], [1.6146, 3.4655, -2.0685], [0.6225, 2.4439, -2.1888], [1.6342, 3.8159, -1.0323], [2.5856, 3.0328, -2.3088], [1.2943, 4.2818, -2.7077], [0.9131, 1.6666, -1.6907], [0.4867, -4.3324, 1.9627], [0.1374, -3.6743, 3.1799], [0.7038, -3.6245, 1.1630], [1.3138, -5.0315, 2.0953], [-0.3601, -4.9808, 1.7042], [-0.2252, -2.8090, 2.9332], [-4.9062, -0.8971, 0.1379], [-5.8806, -0.4874, -0.8107], [-5.3990, -1.3398, 1.0125], [-4.2103, -1.6159, -0.3011], [-4.3388, -0.0571, 0.5367], [-6.2874, -1.3019, -1.1206], [-0.5852, 5.1296, 0.3009], [-1.3332, 6.0095, 1.1035], [-0.8598, 5.2156, -0.7571], [0.4876, 5.2919, 0.3770], [-0.8068, 4.0994, 0.6044], [-2.2077, 5.6145, 1.2618]], "forces_ev_per_a": [[0.0685, 0.0747, 0.1846], [0.0739, 0.9416, -0.7421], [0.1088, -0.9669, 0.5775], [0.1268, -0.0260, 0.1831], [0.0105, 0.0145, -0.0052], [-0.0261, -0.0233, 0.0685], [-0.0197, -0.1474, -0.0535], [-0.3850, -0.0712, 0.2522], [0.1868, 0.1043, 0.0755], [0.0443, 0.2950, -0.2215], [-0.1713, 0.0224, -0.2373], [-0.0243, -0.0933, -0.0358], [-0.7592, -0.4519, -0.1975], [0.8725, -0.0723, -0.4842], [-0.4362, -0.5468, -0.1834], [-0.3291, 0.1297, 0.1869], [0.1242, -0.1161, 0.2542], [0.0781, 0.1473, -0.0356], [0.2010, 0.2614, 0.2759], [0.0456, 0.0127, 0.1245], [-0.0002, 0.3308, 0.1871], [-0.1656, 0.3257, -0.2776], [0.2460, 0.2784, 0.0882], [-0.0127, -0.0530, -0.0344], [-0.3217, -0.8267, -1.0979], [-0.6770, 0.7083, -0.6637], [0.6767, 0.3005, 0.3516], [0.2534, 0.2243, -0.1534], [-0.0699, 0.0386, 0.3942], [0.1748, 0.1875, 0.4996], [0.1941, 0.3653, 0.3044], [0.1570, -0.4101, 0.3015], [-0.2128, -0.1198, -0.0978], [-0.1615, -0.0973, 0.0738], [0.0083, -0.1232, -0.0941], [0.0734, -0.0634, 0.1879], [-0.3239, 0.0606, 0.1136], [-0.1595, 0.2241, -0.4327], [0.3891, 0.2254, 0.7708], [-0.1200, -0.0937, 0.3461], [0.0547, -0.0769, 0.0170], [0.0971, 0.0751, -0.0188], [0.0542, 0.0055, -0.0467], [0.0259, 0.0535, 0.0154], [0.0037, -0.1995, -0.2164], [0.0953, -0.1296, -0.2049], [-0.2393, -0.0984, -0.2161], [-0.1900, 0.0271, -0.1445], [-0.3308, 0.0871, 0.0916], [0.1770, -0.2337, -0.8496], [0.3856, -0.0668, 0.7230], [0.1971, 0.0459, 0.0973], [0.0521, -0.1198, 0.0422], [-0.0387, -0.1889, 0.1032], [0.2086, -0.0342, 0.1097], [-0.0463, -0.2300, 0.1955], [-0.3654, 0.1309, -0.3421], [0.1766, 0.2376, -0.1547], [-0.2990, 0.2194, -0.1134], [-0.0570, -0.0973, 0.1415], [0.1796, 0.5153, -0.4270], [-0.6877, -0.0526, 0.0659], [0.1286, 0.5013, 0.5000], [0.1913, 0.0891, -0.0792], [-0.0745, -0.0862, 0.1575], [0.1217, -0.2035, 0.2646], [0.2277, -0.2196, 0.0985], [0.0295, -0.0041, -0.0436], [0.2544, -0.3040, -0.0129], [-0.1193, 0.1816, -0.1953], [-0.1604, -0.4556, -0.2754], [0.1034, -0.0644, 0.0246], [0.0912, 0.7930, -0.1846], [-0.5839, -1.1685, 0.7505], [-0.2567, 0.2057, -0.0178], [-0.5465, -0.4970, 0.0586], [0.1680, -0.2683, -0.2190], [-0.2584, -0.1362, -0.0399], [0.2294, 0.0239, 0.0638], [0.2831, 0.3304, 0.1759], [-0.2108, 0.3068, 0.0400], [0.4487, 0.4024, -0.2721], [0.2980, -0.3331, -0.1124], [0.4072, 0.1208, -0.1430], [-0.2689, 0.0277, 0.0311], [-0.2845, 0.3212, 0.1721], [-0.0291, -0.6685, 0.0832], [0.3892, -0.0024, 0.2648], [0.2864, 0.0021, 0.0419], [-0.0327, -0.0723, -0.0667], [0.2940, 0.1818, 0.0406], [-0.0012, -0.3280, -0.1310], [0.1442, 0.0593, 0.0331], [-0.1222, 0.2768, -0.1366], [-0.2696, 0.1712, 0.1636], [-0.2305, -0.0943, -0.6417], [-0.4703, -0.7758, 0.6037], [0.7556, 0.2237, -0.4632], [0.0158, 0.2102, 0.2005], [-0.0947, 0.4248, 0.1220], [-0.0546, 0.0622, -0.1861], [-0.0666, 0.2415, 0.0376], [0.2376, 0.2368, -0.3306], [0.0362, -0.1595, 0.1840], [-0.1585, -0.4116, 0.1109], [-0.1130, 0.2550, -0.3512], [-0.2043, 0.0132, 0.1865], [0.0836, -0.2622, -0.0228], [-0.0927, -0.1887, -0.2597], [0.0769, 0.4459, 0.1794], [-0.0332, 0.1902, 0.2081], [0.0473, -0.2277, -0.0307], [0.1834, 0.0890, -0.0387], [-0.2183, -0.4252, 0.0211], [-0.5013, -0.7934, 0.6336], [-0.0866, 0.1164, -0.4142], [0.1453, 0.1190, -0.0330], [0.1636, 0.4435, -0.2822], [0.3286, 0.0241, -0.1879], [0.1118, 0.3089, 0.2209], [-0.8055, -0.5247, 0.3701], [0.7038, 0.2040, -0.1257], [0.0428, -0.0839, -0.0804], [0.2581, 0.3796, 0.2242], [0.0390, 0.1932, -0.4724], [-0.2359, -0.2541, 0.0766], [-0.2273, -0.2898, 0.3939], [0.3104, 0.0958, 0.1781], [0.0859, -0.1990, -0.0432], [0.0973, 0.0047, 0.0869], [-0.0845, 0.2404, -0.4741], [-0.1331, 0.1464, -0.1758], [-0.7169, -0.6017, -0.2756], [0.2547, 0.3476, 0.2601], [0.0566, 0.0274, -0.0469], [-0.0256, 0.3040, 0.2608], [0.2954, -0.1460, -0.1484], [0.1552, 0.0669, -0.1312]], "total_charge": 0, "orbital_gap_ev": 9.54, "energy_ha": -2327.69637, "e_above_lowest_ev": 0.000, "homo_energy_ev": -9.293}